Version P
{"formula": "C15H44O7", "method": "ωB97M-V/def2-TZVPD", "gap_ha": 0.3720, "lumo_energy_ev": 0.530, "homo_energy_ha": -0.35255, "smiles": "CC(C)O.CC(C)O.CC(C)O.CC(C)O.CO.CO.CO", "species": ["C", "C", "C", "O", "H", "H", "H", "H", "H", "H", "H", "H", "C", "C", "C", "O", "H", "H", "H", "H", "H", "H", "H", "H", "C", "C", "C", "O", "H", "H", "H", "H", "H", "H", "H", "H", "C", "C", "C", "O", "H", "H", "H", "H", "H", "H", "H", "H", "C", "O", "H", "H", "H", "H", "C", "O", "H", "H", "H", "H", "C", "O", "H", "H", "H", "H"], "coordinates": [[3.307, -3.061, -2.909], [2.738, -1.915, -3.664], [3.723, -0.798, -3.943], [2.269, -2.350, -4.865], [3.683, -2.695, -1.954], [4.173, -3.534, -3.371], [2.561, -3.848, -2.790], [1.828, -1.610, -3.147], [4.572, -1.152, -4.527], [3.972, -0.141, -3.109], [3.283, -0.054, -4.608], [3.090, -2.417, -5.356], [0.030, 2.566, 5.195], [-1.064, 2.736, 4.186], [-2.470, 3.219, 4.811], [-0.690, 3.818, 3.346], [-0.158, 1.697, 5.826], [-0.035, 3.432, 5.853], [0.951, 2.386, 4.640], [-1.146, 1.840, 3.571], [-2.990, 2.528, 5.474], [-3.194, 3.400, 4.017], [-2.378, 4.170, 5.336], [-1.410, 4.025, 2.745], [0.468, -0.236, -0.465], [-0.351, 0.889, 0.221], [-1.719, 0.320, 0.830], [0.591, 1.392, 1.219], [1.493, 0.089, -0.646], [-0.090, -0.476, -1.369], [0.513, -1.046, 0.263], [-0.567, 1.750, -0.412], [-2.385, -0.021, 0.038], [-2.345, 1.100, 1.264], [-1.535, -0.446, 1.583], [0.091, 2.068, 1.681], [-1.424, -3.672, 1.669], [-2.402, -4.180, 0.587], [-3.240, -3.095, -0.038], [-1.666, -4.668, -0.502], [-1.956, -3.190, 2.489], [-0.641, -3.045, 1.243], [-1.032, -4.591, 2.103], [-3.099, -4.924, 0.972], [-3.908, -2.818, 0.778], [-3.898, -3.479, -0.817], [-2.630, -2.275, -0.418], [-2.283, -5.230, -0.977], [3.996, 1.825, -0.450], [5.377, 1.492, -0.420], [3.728, 1.961, 0.598], [3.771, 2.800, -0.883], [3.389, 1.061, -0.934], [5.644, 1.950, 0.380], [-1.257, -2.324, -3.860], [-0.578, -2.340, -5.054], [-1.801, -1.396, -3.686], [-2.027, -3.072, -3.669], [-0.423, -2.426, -3.165], [0.375, -2.226, -5.029], [-1.571, 4.865, 0.524], [-2.521, 4.939, 1.616], [-1.917, 5.251, -0.435], [-0.747, 5.548, 0.733], [-1.135, 3.879, 0.363], [-2.932, 5.754, 1.319]], "lowdin_charge": [-0.05, -0.55, -0.03, -0.04, 0.09, 0.08, 0.09, 0.13, 0.09, 0.07, 0.08, 0.10, -0.06, -0.47, -0.03, -0.07, 0.08, 0.09, 0.09, 0.11, 0.06, 0.06, 0.08, 0.02, -0.04, -0.41, -0.04, -0.07, 0.05, 0.07, 0.07, 0.11, 0.06, 0.06, 0.07, 0.04, -0.03, -0.51, -0.07, -0.05, 0.08, 0.07, 0.08, 0.13, 0.08, 0.08, 0.07, 0.09, -0.16, -0.12, 0.08, 0.08, 0.05, 0.07, -0.19, -0.11, 0.07, 0.07, 0.07, 0.03, -0.12, -0.12, 0.08, 0.09, 0.06, 0.09]}

Version Q
{"formula": "C15H44O7", "method": "ωB97M-V/def2-TZVPD", "gap_ha": 0.3856, "lumo_energy_ev": 0.353, "homo_energy_ha": -0.37263, "smiles": "CC(C)O.CC(C)O.CC(C)O.CC(C)O.CO.CO.CO", "species": ["C", "C", "C", "O", "H", "H", "H", "H", "H", "H", "H", "H", "C", "C", "C", "O", "H", "H", "H", "H", "H", "H", "H", "H", "C", "C", "C", "O", "H", "H", "H", "H", "H", "H", "H", "H", "C", "C", "C", "O", "H", "H", "H", "H", "H", "H", "H", "H", "C", "O", "H", "H", "H", "H", "C", "O", "H", "H", "H", "H", "C", "O", "H", "H", "H", "H"], "coordinates": [[-1.821, -0.813, 5.926], [-1.549, -0.117, 7.255], [-2.076, -0.917, 8.455], [-0.097, 0.000, 7.454], [-1.233, -1.730, 5.931], [-1.461, -0.241, 5.071], [-2.898, -0.872, 5.767], [-2.005, 0.873, 7.232], [-1.673, -1.930, 8.459], [-3.158, -1.046, 8.484], [-1.736, -0.492, 9.400], [0.187, 0.785, 6.981], [4.537, -6.579, 0.746], [3.370, -5.593, 0.994], [3.190, -5.178, 2.463], [3.805, -4.496, 0.231], [4.539, -6.953, -0.278], [4.506, -7.397, 1.466], [5.507, -6.097, 0.867], [2.373, -5.921, 0.701], [4.140, -5.008, 2.971], [2.639, -5.875, 3.094], [2.652, -4.237, 2.579], [4.344, -4.867, -0.471], [-0.585, -1.552, -1.732], [-0.049, -0.332, -2.473], [-0.408, -0.324, -3.984], [-0.437, 0.892, -1.799], [-0.273, -2.491, -2.188], [-1.649, -1.558, -1.495], [-0.183, -1.566, -0.719], [1.035, -0.414, -2.396], [0.042, 0.477, -4.570], [-1.490, -0.317, -4.115], [-0.118, -1.314, -4.336], [0.399, 1.332, -1.627], [1.767, 6.608, -3.174], [2.354, 5.365, -3.874], [3.328, 5.611, -4.973], [2.977, 4.556, -2.881], [1.240, 7.131, -3.972], [2.455, 7.316, -2.712], [1.188, 6.293, -2.306], [1.551, 4.861, -4.411], [4.292, 5.909, -4.559], [3.014, 6.447, -5.598], [3.535, 4.718, -5.562], [3.878, 4.882, -2.817], [-5.361, -3.077, -7.503], [-6.542, -2.364, -7.212], [-5.604, -4.110, -7.752], [-4.812, -2.683, -8.359], [-4.702, -3.093, -6.635], [-6.430, -1.446, -6.954], [2.439, 3.265, 3.288], [1.786, 3.756, 4.450], [1.706, 2.650, 2.765], [2.747, 3.949, 2.497], [3.346, 2.674, 3.415], [1.497, 4.666, 4.351], [-5.919, 1.243, 0.318], [-5.487, 1.585, -1.065], [-5.169, 1.600, 1.024], [-6.891, 1.639, 0.612], [-5.994, 0.166, 0.470], [-4.554, 1.752, -1.215]], "lowdin_charge": [-0.07, -0.46, -0.06, -0.07, 0.08, 0.07, 0.08, 0.13, 0.08, 0.08, 0.08, 0.08, -0.06, -0.48, -0.06, -0.06, 0.08, 0.08, 0.08, 0.13, 0.08, 0.07, 0.08, 0.07, -0.07, -0.47, -0.05, -0.06, 0.08, 0.08, 0.07, 0.13, 0.07, 0.07, 0.07, 0.08, -0.05, -0.50, -0.07, -0.05, 0.08, 0.07, 0.08, 0.13, 0.08, 0.08, 0.09, 0.08, -0.18, -0.12, 0.08, 0.07, 0.07, 0.08, -0.18, -0.11, 0.07, 0.07, 0.07, 0.07, -0.12, -0.14, 0.07, 0.07, 0.06, 0.06]}

Most stable pick: version P. Distance to second place: 0.132 eV.

Version P
{"formula": "C5H8N2O2S", "method": "ωB97M-V/def2-TZVPD", "gap_ha": 0.3350, "lumo_energy_ev": 0.629, "homo_energy_ha": -0.31194, "smiles": "C=CNC(=O)CS/C=N/O", "species": ["C", "C", "C", "C", "C", "N", "N", "O", "O", "S", "H", "H", "H", "H", "H", "H", "H", "H"], "coordinates": [[-0.868, 1.237, 0.485], [-0.913, 0.444, 1.730], [1.585, 0.618, 0.335], [-0.841, -1.562, -0.215], [2.503, 0.147, -0.508], [-1.405, -0.702, -0.931], [0.375, 1.232, -0.147], [-1.770, 1.797, -0.037], [-1.681, -0.958, -2.204], [-0.359, -1.296, 1.432], [-0.309, 0.860, 2.475], [-1.844, 0.314, 2.110], [1.686, 0.814, 1.424], [-0.465, -2.494, -0.508], [-1.742, -1.854, -2.417], [3.480, -0.300, -0.288], [2.288, 0.116, -1.570], [0.278, 1.585, -1.166]], "lowdin_charge": [-0.62, -0.31, -0.25, -0.48, 0.00, -0.09, 0.04, 0.09, 0.02, 0.95, 0.07, 0.05, 0.11, 0.06, 0.06, 0.06, 0.05, 0.20]}

Version Q
{"formula": "C5H8N2O2S", "method": "ωB97M-V/def2-TZVPD", "gap_ha": 0.3240, "lumo_energy_ev": 0.168, "homo_energy_ha": -0.31783, "smiles": "[O-]/[N+](O)=C\\C1=NCCCS1", "species": ["O", "N", "O", "S", "C", "C", "N", "C", "C", "C", "H", "H", "H", "H", "H", "H", "H", "H"], "coordinates": [[0.369, 0.770, 3.202], [0.739, -0.912, -0.701], [1.878, -0.624, 3.870], [-0.492, 1.306, 0.374], [0.531, -0.150, 0.367], [1.198, -0.601, 1.608], [1.110, -0.135, 2.818], [0.090, -0.612, -2.020], [-1.331, 1.290, -1.277], [-1.319, -0.076, -1.915], [1.529, -0.156, 4.653], [1.830, -1.493, 1.529], [0.717, 0.110, -2.560], [0.048, -1.557, -2.590], [-2.367, 1.572, -1.117], [-0.870, 2.005, -1.962], [-1.715, 0.024, -2.923], [-1.945, -0.763, -1.355]], "lowdin_charge": [-0.04, 0.02, 0.07, 0.96, -0.56, -0.04, -0.33, -0.23, -0.45, -0.28, 0.13, 0.14, 0.12, 0.11, 0.07, 0.08, 0.11, 0.12]}

Most stable pick: version P. Distance to second place: 0.336 eV.

Version P
{"formula": "C6H11N2S", "method": "ωB97M-V/def2-TZVPD", "gap_ha": [0.2142, 0.2230], "lumo_energy_ev": [-7.114, -7.048], "total_charge": 1, "homo_energy_ha": [-0.47566, -0.48203], "smiles": "CC(C)/C(=C/C=S)N=[NH2+]", "species": ["C", "C", "C", "C", "C", "C", "N", "N", "S", "H", "H", "H", "H", "H", "H", "H", "H", "H", "H", "H"], "coordinates": [[0.704, -1.350, 1.391], [1.657, -2.236, 1.883], [0.940, -0.146, 0.643], [-1.568, -0.272, 0.028], [0.014, 0.733, -1.514], [-0.258, 0.467, -0.032], [2.047, 0.500, 0.732], [2.438, 1.572, 0.284], [3.268, -2.320, 1.876], [-0.340, -1.521, 1.545], [1.315, -3.175, 2.325], [-1.319, -1.371, -0.189], [-2.166, 0.063, -0.901], [-2.119, -0.206, 1.007], [-0.935, 1.173, -1.969], [0.359, -0.017, -2.289], [0.703, 1.527, -1.677], [-0.450, 1.588, 0.338], [2.062, 1.696, -0.661], [3.307, 2.037, 0.489]], "lowdin_charge": [0.01, -0.60, -0.24, -0.09, -0.09, -0.39, 0.07, 0.20, 0.89, 0.10, 0.06, 0.11, 0.11, 0.11, 0.11, 0.12, 0.03, 0.20, 0.12, 0.16]}

Version Q
{"formula": "C6H11N2S", "method": "ωB97M-V/def2-TZVPD", "gap_ha": 0.2807, "lumo_energy_ev": -5.050, "total_charge": 1, "homo_energy_ha": -0.46634, "species": ["C", "C", "C", "C", "C", "C", "N", "N", "S", "H", "H", "H", "H", "H", "H", "H", "H", "H", "H", "H"], "coordinates": [[2.220, -1.372, -0.361], [0.774, 0.517, -0.422], [2.078, -2.208, 0.666], [-1.645, -0.050, 0.106], [0.681, 1.998, -0.441], [-2.291, 1.139, 0.667], [1.903, -0.063, -0.475], [-0.366, -0.275, -0.268], [-2.812, -1.199, -0.171], [2.757, -1.731, -1.251], [2.422, -3.177, 0.694], [1.817, -1.867, 1.760], [1.607, 2.563, -0.441], [0.153, 2.422, 0.325], [0.235, 2.481, -1.257], [-1.624, 1.460, 1.497], [-3.285, 0.947, 1.000], [-2.184, 1.985, -0.202], [-0.176, -1.282, -0.635], [-2.262, -2.288, -0.791]], "lowdin_charge": [-0.25, -0.31, 0.03, -0.66, 0.01, -0.08, 0.12, 0.10, 1.04, 0.13, 0.03, 0.11, 0.11, 0.04, 0.08, 0.12, 0.06, 0.18, 0.18, -0.05]}

Most stable pick: version Q. Distance to second place: 2.389 eV.

Version P
{"formula": "C8H12O2", "method": "ωB97M-V/def2-TZVPD", "gap_ha": 0.3423, "lumo_energy_ev": 0.794, "homo_energy_ha": -0.31314, "smiles": "Cc1ccc(O)cc1.CO", "species": ["C", "O", "H", "H", "H", "H", "C", "C", "C", "C", "C", "C", "C", "O", "H", "H", "H", "H", "H", "H", "H", "H"], "coordinates": [[1.074, -3.255, 0.430], [2.033, -4.203, -0.185], [2.467, -3.772, -0.916], [1.731, -2.598, 0.995], [0.584, -2.836, -0.449], [0.470, -3.918, 1.032], [-0.782, 2.439, 2.063], [-0.277, 0.525, -1.563], [0.833, 0.477, -0.769], [-1.611, 0.789, -1.199], [0.674, 1.044, 0.525], [-1.724, 1.261, 0.108], [-0.587, 1.474, 0.887], [-0.062, 0.130, -2.886], [-0.611, 0.617, -3.526], [1.825, 0.184, -1.081], [-2.409, 0.669, -1.898], [1.558, 1.388, 1.044], [-2.716, 1.357, 0.541], [-0.473, 3.414, 1.647], [-0.173, 2.148, 2.915], [-1.826, 2.665, 2.284]], "lowdin_charge": [-0.10, -0.17, 0.05, 0.07, 0.07, 0.07, -0.05, -0.32, -0.02, 0.00, -0.04, -0.06, -0.30, 0.00, 0.11, 0.12, 0.11, 0.11, 0.11, 0.09, 0.07, 0.07]}

Version Q
{"formula": "C8H12O2", "method": "ωB97M-V/def2-TZVPD", "gap_ha": 0.3210, "lumo_energy_ev": 0.755, "homo_energy_ha": -0.29328, "smiles": "Cc1ccc(O)cc1.CO", "species": ["C", "O", "H", "H", "H", "H", "C", "C", "C", "C", "C", "C", "C", "O", "H", "H", "H", "H", "H", "H", "H", "H"], "coordinates": [[-0.550, -0.234, -3.231], [0.636, 0.396, -2.767], [1.393, -0.146, -3.021], [-1.340, 0.367, -2.771], [-0.684, -1.214, -2.752], [-0.595, -0.351, -4.312], [-0.250, -1.493, 3.025], [1.164, -0.256, 1.344], [-0.063, -0.404, 1.987], [1.287, 0.619, 0.289], [0.179, 1.245, -0.239], [-1.181, 0.285, 1.470], [-1.103, 0.991, 0.270], [0.390, 2.203, -1.173], [1.999, -0.877, 1.643], [2.285, 0.733, -0.138], [0.231, -2.424, 2.689], [-1.272, -1.746, 3.284], [-2.082, -0.079, 1.940], [1.294, 2.193, -1.448], [-2.021, 1.453, -0.057], [0.282, -1.259, 3.968]], "lowdin_charge": [-0.13, -0.14, 0.09, 0.08, 0.08, 0.08, -0.07, -0.06, -0.28, -0.04, -0.34, -0.04, 0.00, 0.03, 0.11, 0.12, 0.08, 0.06, 0.10, 0.08, 0.11, 0.08]}

Most stable pick: version Q. Distance to second place: 0.310 eV.

Version P
{"formula": "C8H12O2", "method": "ωB97M-V/def2-TZVPD", "gap_ha": 0.3287, "lumo_energy_ev": 0.828, "homo_energy_ha": -0.29822, "smiles": "Cc1ccc(O)cc1.CO", "species": ["C", "O", "H", "H", "H", "H", "C", "C", "C", "C", "C", "C", "C", "O", "H", "H", "H", "H", "H", "H", "H", "H"], "coordinates": [[1.614, 1.309, 3.267], [1.627, 0.928, 1.902], [1.251, 1.667, 1.355], [0.628, 1.558, 3.784], [2.326, 2.104, 3.415], [1.966, 0.355, 3.715], [-1.925, 0.115, 0.904], [1.022, -1.170, -1.208], [0.565, -0.922, -2.475], [0.158, -0.783, -0.126], [-1.118, -0.301, -0.296], [-0.773, -0.411, -2.622], [-1.661, -0.240, -1.577], [1.359, -1.208, -3.531], [1.913, -1.795, -1.020], [0.594, -0.893, 0.882], [-1.153, -0.114, -3.580], [0.962, -0.887, -4.442], [-2.745, -0.617, 0.959], [-2.413, 1.164, 0.606], [-2.789, 0.004, -1.765], [-1.407, 0.138, 1.855]], "lowdin_charge": [-0.17, -0.16, 0.11, 0.09, 0.06, 0.09, -0.06, -0.01, -0.35, -0.05, -0.34, -0.04, -0.07, 0.01, 0.13, 0.10, 0.09, 0.17, 0.08, 0.12, 0.15, 0.06]}

Version Q
{"formula": "C8H12O2", "method": "ωB97M-V/def2-TZVPD", "gap_ha": 0.3409, "lumo_energy_ev": 0.779, "homo_energy_ha": -0.31226, "smiles": "Cc1ccc(O)cc1.CO", "species": ["C", "C", "C", "C", "C", "C", "C", "O", "H", "H", "H", "H", "H", "H", "H", "H", "C", "O", "H", "H", "H", "H"], "coordinates": [[0.501, -3.474, -0.229], [0.741, -1.007, 0.156], [-0.074, -2.065, -0.209], [0.263, 0.196, 0.674], [-1.074, 0.286, 0.920], [-1.466, -1.828, -0.175], [-1.942, -0.746, 0.511], [-1.553, 1.511, 1.324], [1.827, -1.053, 0.041], [0.830, 1.110, 0.861], [0.403, -4.037, -1.159], [0.105, -3.980, 0.649], [-2.135, -2.650, -0.432], [-2.489, 1.491, 1.548], [-2.979, -0.584, 0.793], [1.571, -3.394, -0.032], [2.355, 2.604, -1.635], [1.360, 3.371, -0.833], [0.694, 2.758, -0.489], [2.897, 1.858, -1.081], [2.909, 3.525, -1.800], [1.887, 2.298, -2.568]], "lowdin_charge": [-0.05, -0.06, -0.27, -0.03, -0.32, -0.05, -0.03, 0.04, 0.11, 0.12, 0.08, 0.08, 0.12, 0.10, 0.11, 0.07, -0.10, -0.16, 0.03, 0.06, 0.08, 0.07]}

Most stable pick: version Q. Distance to second place: 0.193 eV.

Version P
{"formula": "C8H11N4", "method": "ωB97M-V/def2-TZVPD", "gap_ha": 0.3056, "lumo_energy_ev": -3.224, "total_charge": 1, "homo_energy_ha": -0.42409, "smiles": "Cc1[nH]cc(-n2ccnc2C)[nH+]1", "species": ["C", "C", "C", "C", "C", "C", "C", "C", "N", "N", "N", "N", "H", "H", "H", "H", "H", "H", "H", "H", "H", "H", "H"], "coordinates": [[-0.822, -1.217, -0.083], [-0.273, 0.008, -0.005], [-2.390, 0.306, -0.045], [1.591, 1.536, -0.069], [3.008, 1.608, -0.157], [2.574, -0.484, 0.106], [-3.788, 0.873, 0.132], [2.731, -1.913, -0.011], [1.125, 0.250, 0.043], [3.535, 0.371, 0.017], [-2.170, -1.005, -0.098], [-1.245, 0.894, 0.012], [-0.204, -2.088, 0.072], [0.953, 2.277, -0.301], [3.475, 2.546, 0.004], [-4.571, 0.684, -0.615], [-4.201, 0.234, 0.987], [-3.766, 1.988, 0.105], [2.112, -2.553, 0.791], [3.824, -2.087, 0.278], [2.363, -2.314, -0.938], [-2.845, -1.765, 0.024], [-1.016, 1.851, -0.251]], "lowdin_charge": [0.03, -0.23, -0.28, -0.08, -0.09, -0.26, 0.04, -0.05, 0.09, 0.12, 0.16, 0.22, 0.13, 0.06, 0.10, 0.09, 0.13, 0.11, 0.12, 0.12, 0.07, 0.20, 0.20]}

Version Q
{"formula": "C8H11N4", "method": "ωB97M-V/def2-TZVPD", "gap_ha": 0.2665, "lumo_energy_ev": -5.661, "total_charge": 1, "homo_energy_ha": -0.47454, "smiles": "Cc1cncn1[N+]1=CC=N[C@H]1C", "species": ["C", "C", "C", "C", "C", "C", "C", "C", "N", "N", "N", "N", "H", "H", "H", "H", "H", "H", "H", "H", "H", "H", "H"], "coordinates": [[-0.801, 0.200, -2.684], [0.141, 1.542, -1.298], [-1.042, -0.378, -1.454], [0.097, -0.605, 2.767], [-0.665, -0.579, 1.558], [1.136, 0.871, 1.538], [-1.783, -1.624, -1.202], [2.231, 0.591, 0.606], [-0.151, 1.365, -2.501], [1.054, 0.251, 2.723], [-0.470, 0.524, -0.554], [-0.236, 0.326, 0.718], [-1.077, -0.174, -3.741], [0.503, 2.455, -0.947], [-0.075, -1.323, 3.713], [-1.403, -1.252, 1.357], [0.924, 1.982, 1.525], [-2.899, -1.480, -0.897], [-1.887, -2.188, -2.190], [-1.162, -2.045, -0.329], [2.125, -0.395, 0.186], [3.195, 0.636, 1.315], [2.242, 1.300, -0.209]], "lowdin_charge": [-0.06, -0.14, -0.24, -0.03, 0.03, -0.29, -0.03, -0.02, 0.09, 0.14, 0.01, 0.09, 0.16, 0.13, 0.20, 0.10, 0.19, 0.13, 0.12, 0.08, 0.10, 0.17, 0.07]}

Most stable pick: version P. Distance to second place: 2.091 eV.